(1)
Density functional theory data (wB97M-V/def2-TZVPD) for a cluster of 3 separate species, C26H42F7O7P in total at a distorted geometry.

Each line ends with the Löwdin charge.
Positions of all 83 atoms, in Å:
C -1.463471 -3.366695 0.122671  -0.1301
C -0.925649 -2.296613 1.197197  -0.2353
C 0.271502 -1.344684 0.622304  -0.4165
F 1.578086 -1.695782 1.215078  -0.1448
P -0.114878 0.521014 0.651819  0.8241
C -0.024741 0.523666 2.519149  -0.2309
C 1.194682 1.408854 3.173365  -0.1730
C 2.423992 1.668246 2.181404  -0.2253
O 2.348031 2.918292 1.434767  -0.2346
C 2.658857 4.051118 2.270471  -0.1288
C -1.579229 0.140190 -0.506530  -0.2168
C -1.629550 1.274661 -1.684776  -0.1873
C -2.381612 0.710575 -3.011489  -0.1742
C -3.926680 0.788089 -3.125621  -0.0261
C -4.544927 0.262275 -4.469862  -0.0721
C -3.641612 -0.289002 -5.627476  -0.0814
C -2.094279 -0.378411 -5.471823  -0.0723
C -1.478135 0.140195 -4.149074  -0.0356
O -0.381530 2.187488 0.444824  -0.3731
C -1.203257 2.912647 1.326220  -0.2436
C -2.702823 2.422977 1.618495  -0.3824
C -3.143823 3.163808 3.008636  -0.0699
O -3.685073 2.843393 0.633980  -0.0952
H -1.022260 -3.245292 -0.929368  0.0726
H -2.597732 -3.161611 0.002126  0.0789
H -1.364295 -4.444046 0.509263  0.0753
H -0.465488 -2.904048 2.069480  0.1145
H -1.756725 -1.649063 1.642193  0.0940
H 0.394615 -1.705286 -0.475067  0.1114
H 1.143786 0.693553 -0.062496  0.0949
H 0.188496 -0.528957 2.955833  0.0972
H -0.991792 0.820609 3.085272  0.0936
H 0.835643 2.402540 3.606465  0.0878
H 1.633802 0.827271 4.073795  0.1132
H 3.367167 1.772509 2.851564  0.1231
H 2.657326 0.762504 1.501646  0.1194
H 3.775446 4.261055 2.399808  0.0948
H 2.219959 4.978185 1.733347  0.1056
H 2.180205 4.033491 3.307396  0.0838
H -2.603439 0.123242 0.021978  0.1023
H -1.503519 -0.845978 -1.075451  0.0816
H -2.215757 2.202415 -1.382790  0.0980
H -0.561432 1.520962 -2.053303  0.1117
H -4.572647 1.207406 -2.280281  0.0964
H -5.683376 0.320608 -4.623329  0.0814
H -4.080976 -0.641594 -6.618772  0.0786
H -1.416114 -0.775982 -6.312774  0.0740
H -0.338632 0.117047 -4.005467  0.0964
H -0.758024 3.185571 2.363166  0.1135
H -1.345942 3.964116 0.841389  0.1486
H -2.773468 1.296786 1.870057  0.1288
H -4.269906 3.332908 3.073672  0.0837
H -2.709203 2.619462 3.927426  0.0833
H -2.660971 4.216977 2.996202  0.0853
H -3.549564 3.810383 0.463447  0.1086
C 2.651696 -2.834922 -9.632537  -0.0636
C 1.307832 -3.312504 -10.149373  -0.2019
O 0.576594 -4.009073 -9.126592  0.0251
C 0.008295 -3.235736 -8.180216  -0.3633
O 0.082484 -2.032518 -8.152536  0.1524
C -0.761690 -4.086994 -7.175875  -0.5117
F -0.036185 -5.128174 -6.716405  0.1562
F -1.882540 -4.611639 -7.715177  0.1579
F -1.148994 -3.387276 -6.094873  0.1509
H 3.222874 -3.672257 -9.223387  0.0847
H 3.228432 -2.365796 -10.431096  0.0831
H 2.533290 -2.108899 -8.824649  0.0754
H 1.464680 -4.024432 -10.963311  0.1260
H 0.711312 -2.489365 -10.553346  0.1276
C 3.228406 -2.022412 8.387490  -0.0634
C 3.561962 -0.779403 9.190539  -0.2019
O 3.732190 0.361679 8.333248  0.0234
C 2.598848 0.904757 7.845408  -0.3685
O 1.491758 0.493586 8.084933  0.1626
C 2.911318 2.121715 6.980465  -0.5124
F 3.876548 1.874949 6.069650  0.1502
F 3.341386 3.167076 7.718068  0.1590
F 1.840799 2.556402 6.290072  0.1476
H 3.989358 -2.198565 7.622832  0.0851
H 3.165870 -2.896915 9.036890  0.0833
H 2.274721 -1.915833 7.865052  0.0754
H 4.512342 -0.927062 9.709096  0.1260
H 2.807353 -0.574432 9.955475  0.1276

Atoms 1-6, force components in eV/Å:
-1.4 0.5 0.2
1.5 -0.5 0.5
-0.4 -2.6 -1.0
-1.7 0.6 -0.3
0.7 -1.2 -1.1
0.4 -0.1 3.0

Results
Highest occupied orbital energy ... -8.198 eV
Spin multiplicity ... 1
Energy above the lowest of the compared OMol25 structures with the same formula, charge and spin ... 160.5 kcal per mole
Gap between HOMO and LUMO ... 8.80 eV



(2)
Density functional theory data (wB97M-V/def2-TZVPD) for a cluster of 7 separate species, C26H42F9NO15 in total at a distorted geometry.

Each line ends with the Löwdin charge.
Positions of all 93 atoms, in Å:
C 10.310905 11.907128 13.151171  -0.0600
C 10.840050 10.622117 12.509068  -0.1468
O 9.635694 9.788842 12.118411  0.0249
C 9.912645 8.541240 11.759224  -0.4240
O 10.934502 8.036494 11.419595  0.1677
C 8.659911 7.602274 11.873149  -0.5678
F 7.911087 7.464664 10.754859  0.1472
F 9.066876 6.382041 12.136747  0.1743
F 7.906340 8.026584 12.869675  0.1746
H 9.770448 12.515569 12.386889  0.0910
H 11.128233 12.444927 13.630255  0.0592
H 9.558299 11.640456 13.916261  0.0785
H 11.432591 9.992422 13.198965  0.1033
H 11.420999 10.850845 11.645128  0.1091
C 12.565059 7.025097 16.525890  -0.0479
C 11.326226 6.263172 16.129097  -0.1157
O 10.108049 7.022038 16.604603  0.0544
C 9.850085 8.031750 15.847570  -0.4851
O 10.346810 8.362368 14.845968  0.1581
C 8.738209 8.936513 16.486368  -0.4264
F 8.137721 9.875529 15.766082  0.1703
F 7.645640 8.144204 16.986784  0.0591
F 9.258872 9.524534 17.591398  0.1202
H 12.732205 7.059414 17.592735  0.0579
H 12.586148 8.056673 16.084760  0.0675
H 13.346833 6.516601 15.951525  0.0879
H 11.151261 5.352898 16.685072  0.1251
H 11.219096 6.175460 15.038803  0.1285
C 18.966492 6.516523 15.534159  -0.0609
C 18.164265 6.706186 16.780000  -0.1527
O 18.700305 7.944739 17.427765  -0.0243
C 18.546743 9.193065 16.989920  -0.3947
O 17.986831 9.586099 16.002576  0.1531
C 19.156409 10.185357 18.056260  -0.6092
F 20.370678 9.819119 18.270574  0.2177
F 19.212423 11.409215 17.542833  0.1565
F 18.446438 10.336952 19.161979  0.1861
H 18.724041 7.261262 14.801162  0.0746
H 18.625917 5.596565 15.096208  0.0766
H 20.036589 6.457048 15.838027  0.1105
H 18.410381 5.998661 17.564631  0.1231
H 17.056847 6.863694 16.746280  0.1316
C 13.288509 13.169439 20.727551  -0.0424
C 13.832889 12.254207 19.683941  -0.1757
O 14.583795 11.148803 20.273766  0.0869
C 14.766253 10.207629 19.395292  -0.5962
O 14.426298 10.162354 18.238932  0.1112
O 15.293109 9.122148 20.025700  -0.0425
C 15.661588 8.056094 19.156454  -0.0448
H 12.563186 12.734511 21.369889  0.0594
H 12.750018 13.986920 20.330283  0.0685
H 14.092089 13.710242 21.237146  0.0937
H 14.506737 12.811019 19.106918  0.0834
H 13.038354 11.832984 19.047038  0.1327
H 16.174333 7.363586 19.909517  0.1297
H 16.253647 8.407685 18.292792  0.0767
H 14.781027 7.538096 18.799906  0.0726
C 10.221264 10.529554 20.725997  -0.0342
C 10.025531 9.008993 20.576591  -0.2106
O 10.713203 8.295395 21.563627  0.0303
C 11.908141 7.768520 21.236897  -0.5679
O 12.274557 7.430913 20.126211  0.1131
O 12.551104 7.541269 22.367907  0.0208
C 13.891589 7.087516 22.230991  -0.0203
H 11.097318 10.743273 21.341680  0.0738
H 9.356989 10.947730 21.242034  0.0756
H 10.325181 10.993263 19.785582  0.0503
H 10.390325 8.684075 19.662568  0.0719
H 8.926265 8.767323 20.768792  0.1548
H 14.461697 7.919070 21.800183  0.0886
H 13.961106 6.207833 21.680864  0.0780
H 14.221015 7.002723 23.255015  0.0988
C 17.068830 14.465294 17.931997  -0.0573
C 16.072126 13.917655 17.025324  -0.2370
O 14.760761 14.268617 17.465362  0.0135
C 13.814667 14.198185 16.533460  -0.6262
O 14.071330 13.769369 15.420971  0.0915
O 12.686311 14.590349 17.001354  0.0437
C 11.544780 14.417884 16.169580  -0.0179
H 16.985475 13.955794 18.941200  0.1033
H 16.942327 15.539203 18.114841  0.0926
H 18.062679 14.215159 17.619214  0.0725
H 16.124357 12.861022 16.946741  0.1137
H 16.020336 14.316446 16.026830  0.1234
H 11.532380 13.422116 15.767661  0.0576
H 11.436305 15.178060 15.391965  0.1042
H 10.668550 14.607214 16.788114  0.0997
C 14.204892 10.498274 15.253405  -0.0402
C 12.808980 10.547139 15.750135  -0.2724
N 11.742767 10.682588 16.179117  0.1924
H 14.792194 9.651443 15.778504  0.1055
H 14.608585 11.466768 15.553210  0.0541
H 14.199256 10.475370 14.180583  0.0739

Atoms 1-6, force components in eV/Å:
-1.1 -0.8 -0.4
-1.0 -0.5 0.9
1.4 0.3 0.2
-1.1 -0.2 -0.2
0.9 0.4 0.0
0.1 0.4 -0.5

Results
Highest occupied orbital energy ... -10.780 eV
Spin multiplicity ... 1
Energy above the lowest of the compared OMol25 structures with the same formula, charge and spin ... 9.7 kcal per mole
Gap between HOMO and LUMO ... 11.14 eV